i) Molecular formula: C5H12N
Method: DFT, wB97M-V/def2-TZVPD

Calculated values
Charge = +1
LUMO level = -0.138 hartree
Kohn-Sham gap = 8.6 eV
HOMO energy = -12.36 eV

Each line ends with the Mulliken charge.
Cartesian coordinates (Å):
C -1.400 0.772 0.437  -0.27
C -0.131 0.888 -0.340  -1.07
C 0.699 -0.427 -0.605  0.81
C 2.085 -0.651 -0.311  -0.91
C 0.037 -1.568 -1.438  -1.26
N -0.896 0.826 1.849  -0.36
H -2.212 1.552 0.285  0.33
H -1.933 -0.200 0.470  0.30
H 0.574 1.509 0.283  0.35
H -0.323 1.562 -1.252  0.38
H 2.607 -0.330 0.570  0.31
H 2.523 -1.128 -1.250  0.28
H 0.037 -1.214 -2.628  0.27
H 0.536 -2.449 -1.238  0.46
H -1.070 -1.531 -1.174  0.31
H 0.154 0.938 1.837  0.35
H -1.271 1.546 2.477  0.33
H -1.087 -0.124 2.222  0.39

=====

ii) Molecular formula: C5H12N
Method: DFT, wB97M-V/def2-TZVPD

Calculated values
Charge = +1
LUMO level = -0.184 hartree
Kohn-Sham gap = 9.3 eV
HOMO energy = -14.29 eV

Each line ends with the Mulliken charge.
Cartesian coordinates (Å):
C -0.780 1.536 0.227  -0.39
C 1.335 0.050 -0.739  -0.65
C -2.522 -0.166 -0.024  -0.80
C 2.390 -1.034 -0.397  -0.67
C 1.389 -0.678 0.628  -0.34
N -1.505 0.565 0.629  0.04
H -0.068 1.933 0.974  0.35
H -0.894 1.875 -0.716  0.42
H 1.584 1.034 -0.758  0.37
H 0.574 0.035 -1.548  0.29
H -1.422 0.044 1.477  0.32
H -3.533 0.043 0.415  0.32
H -2.167 -1.123 -0.220  0.39
H -2.532 0.312 -1.104  0.27
H 3.353 -0.749 -0.157  0.28
H 2.366 -1.907 -0.994  0.25
H 1.670 -0.206 1.594  0.30
H 0.764 -1.565 0.713  0.23

=====

iii) Molecular formula: C5H12N
Method: DFT, wB97M-V/def2-TZVPD

Calculated values
Charge = +1
LUMO level = -0.140 hartree
Kohn-Sham gap = 9.3 eV
HOMO energy = -13.12 eV

Each line ends with the Mulliken charge.
Cartesian coordinates (Å):
C -0.199 -0.950 1.298  -0.59
C -0.980 -0.250 0.215  -0.78
C -0.169 0.328 -0.942  -0.31
C 0.397 2.733 -1.285  -0.84
C 0.499 1.630 -0.565  -0.11
N 0.527 -2.181 0.766  -0.29
H 0.487 -0.369 1.903  0.36
H -0.905 -1.335 2.023  0.36
H -1.571 0.538 0.687  0.37
H -1.780 -0.908 -0.150  0.37
H 0.612 -0.349 -1.305  0.27
H -0.846 0.448 -1.787  0.35
H -0.063 2.774 -2.266  0.28
H 0.929 3.630 -0.991  0.27
H 0.952 1.680 0.420  0.22
H 0.083 -2.546 -0.079  0.34
H 0.521 -2.920 1.470  0.36
H 1.506 -1.953 0.588  0.36

=====

Unit: kcal/mol. Relative energies: i) 53.0; ii) 58.3; iii) 0.0.

=====

i) Molecular formula: C5H12N
Method: DFT, wB97M-V/def2-TZVPD

Calculated values
Charge = +1
LUMO level = -0.129 hartree
Kohn-Sham gap = 10.4 eV
HOMO energy = -13.96 eV

Each line ends with the Mulliken charge.
Cartesian coordinates (Å):
C 1.029 -1.305 0.741  -1.09
C 0.207 -0.330 1.055  0.70
C 0.146 0.408 2.373  -1.01
C -1.310 -0.029 -0.346  -0.88
C -0.751 0.758 -1.553  -0.48
N 0.644 0.295 -1.809  -0.17
H 0.892 -1.827 -0.221  0.15
H 1.694 -1.701 1.321  0.47
H 0.291 1.480 2.287  0.26
H 1.011 -0.103 3.020  0.30
H -0.807 0.273 2.867  0.30
H -1.430 -1.084 -0.595  0.39
H -2.098 0.369 0.258  0.42
H -0.915 1.900 -1.531  0.37
H -1.266 0.350 -2.416  0.34
H 0.884 0.613 -2.671  0.35
H 0.536 -0.727 -1.738  0.25
H 1.243 0.659 -1.041  0.33

=====

ii) Molecular formula: C5H12N
Method: DFT, wB97M-V/def2-TZVPD

Calculated values
Charge = +1
LUMO level = -0.134 hartree
Kohn-Sham gap = 9.6 eV
HOMO energy = -13.27 eV

Each line ends with the Mulliken charge.
Cartesian coordinates (Å):
C -1.635 -0.595 -0.163  -0.44
C -0.876 0.272 -1.151  -0.83
C 0.513 0.597 -0.613  -0.43
C 1.456 -0.320 -0.423  0.06
C 2.709 -0.096 0.337  -1.27
N -1.877 0.218 1.128  -0.30
H -2.603 -0.922 -0.540  0.35
H -1.075 -1.453 0.185  0.35
H -0.783 -0.341 -2.048  0.33
H -1.377 1.216 -1.351  0.35
H 0.779 1.630 -0.407  0.44
H 1.268 -1.309 -0.834  0.35
H 2.701 0.821 0.918  0.35
H 2.944 -0.941 0.983  0.33
H 3.600 0.008 -0.291  0.31
H -1.692 -0.342 1.959  0.35
H -1.216 1.000 1.106  0.34
H -2.836 0.556 1.204  0.35

=====

Unit: kcal/mol. Relative energies: i) 62.1; ii) 0.0.

=====

i) Molecular formula: C4H13NS
Method: DFT, wB97M-V/def2-TZVPD

Calculated values
LUMO level = 0.031 hartree
Kohn-Sham gap = 8.6 eV
HOMO energy = -7.76 eV

Each line ends with the Mulliken charge.
Cartesian coordinates (Å):
C -2.130 0.372 0.301  -1.04
C -1.118 -0.632 -0.304  -0.41
N -0.108 0.102 -1.107  -0.33
C 0.719 -0.736 -1.984  -0.92
H -2.626 0.880 -0.501  0.34
H -2.866 -0.047 1.022  0.33
H -1.519 1.129 0.851  0.23
H -0.614 -1.244 0.544  0.22
H -1.653 -1.308 -0.968  0.38
H 0.803 0.855 -0.184  0.26
H -0.600 0.843 -1.633  0.29
H 1.188 -1.498 -1.375  0.33
H 1.491 -0.071 -2.391  0.34
H 0.142 -1.117 -2.856  0.31
C 1.775 0.384 2.217  -0.74
S 1.124 1.657 1.026  -0.36
H 1.413 0.482 3.290  0.24
H 1.724 -0.603 1.779  0.24
H 2.855 0.552 2.274  0.29

=====

ii) Molecular formula: C4H13NS
Method: DFT, wB97M-V/def2-TZVPD

Calculated values
LUMO level = 0.033 hartree
Kohn-Sham gap = 9.4 eV
HOMO energy = -8.53 eV

Each line ends with the Mulliken charge.
Cartesian coordinates (Å):
C 3.591 -0.078 1.937  -0.79
S 3.759 0.195 0.110  -0.08
C 2.499 -0.967 -0.665  -0.47
H 2.605 0.203 2.243  0.27
H 4.151 0.628 2.554  0.30
H 3.784 -1.190 2.264  0.24
H 1.589 -0.538 -0.314  -0.01
H 2.627 -1.066 -1.765  0.30
H 2.563 -2.074 -0.274  0.26
C -1.610 0.331 -0.462  -0.96
C -3.034 0.516 -1.053  -0.32
N -3.929 1.264 -0.188  -0.63
H -1.542 -0.184 0.495  0.35
H -0.922 -0.448 -0.998  0.23
H -1.059 1.317 -0.512  0.25
H -2.891 0.895 -2.084  0.33
H -3.401 -0.616 -1.234  0.23
H -4.738 1.059 -0.716  0.27
H -4.045 0.752 0.663  0.24

=====

iii) Molecular formula: C4H13NS
Method: DFT, wB97M-V/def2-TZVPD

Calculated values
LUMO level = 0.031 hartree
Kohn-Sham gap = 9.9 eV
HOMO energy = -9.05 eV

Each line ends with the Mulliken charge.
Cartesian coordinates (Å):
C -0.470 2.980 -1.121  -1.01
C -0.116 1.599 -1.816  -0.29
S 1.612 1.091 -1.739  -0.23
H -0.722 2.838 -0.118  0.30
H 0.498 3.410 -1.014  0.33
H -1.139 3.586 -1.680  0.32
H -0.615 0.905 -1.198  0.15
H -0.432 1.679 -2.833  0.34
C 1.139 -2.046 1.144  -0.77
C -0.382 -2.324 0.961  -0.44
N -1.457 -1.350 1.262  -0.59
H 1.625 -1.685 0.184  0.18
H 1.555 -2.993 1.631  0.25
H 1.271 -1.180 1.714  0.29
H -0.680 -3.156 1.577  0.38
H -0.607 -2.757 -0.049  0.27
H 1.825 1.204 -0.448  0.09
H -1.777 -1.465 2.214  0.26
H -1.129 -0.336 1.330  0.18

=====

iv) Molecular formula: C4H13NS
Method: DFT, wB97M-V/def2-TZVPD

Calculated values
LUMO level = 0.031 hartree
Kohn-Sham gap = 8.5 eV
HOMO energy = -7.65 eV

Each line ends with the Mulliken charge.
Cartesian coordinates (Å):
C -0.233 -1.738 0.879  -1.01
C -0.843 -1.230 -0.413  -0.43
N 0.052 -0.273 -1.071  -0.30
C -0.450 0.275 -2.325  -1.00
H 0.118 -0.934 1.520  0.20
H -0.963 -2.333 1.424  0.36
H 0.600 -2.397 0.626  0.31
H -1.046 -2.049 -1.114  0.36
H -1.791 -0.712 -0.257  0.32
H 1.004 -0.608 -1.173  0.31
H 0.302 0.848 -0.213  0.20
H -0.680 -0.505 -3.051  0.35
H 0.271 0.993 -2.708  0.34
H -1.361 0.833 -2.109  0.35
C 1.016 1.940 2.153  -0.79
S 0.805 2.220 0.330  -0.36
H 1.814 1.233 2.381  0.25
H 1.280 2.914 2.547  0.30
H 0.104 1.525 2.574  0.24

=====

Unit: kcal/mol. Relative energies: i) 8.8; ii) 19.2; iii) 13.4; iv) 0.0.